Entry 1:
{
  "formula": "C9H7F15N2O12P2S2SeV",
  "method": "wB97M-V/def2-TZVPD",
  "elements": ["V", "F", "C", "F", "F", "S", "O", "O", "N", "S", "O", "O", "C", "F", "F", "F", "C", "C", "O", "P", "O", "O", "O", "P", "O", "O", "O", "H", "H", "H", "H", "H", "H", "H", "F", "C", "F", "F", "C", "O", "C", "F", "F", "F", "C", "F", "F", "F", "Se", "C", "N"],
  "positions_angstrom": [[-0.05826, -0.00433, -0.90530], [-2.02276, 1.45934, 5.26248], [-2.29339, 2.00357, 4.07779], [-3.50155, 1.60810, 3.68780], [-2.29591, 3.33141, 4.20797], [-1.02673, 1.54375, 2.82363], [-1.45676, 2.12672, 1.59494], [0.21257, 1.98982, 3.41448], [-1.21935, -0.01256, 2.91781], [-0.85479, -1.19918, 2.02751], [0.30567, -1.94552, 2.38574], [-1.01822, -0.97963, 0.56957], [-2.30536, -2.28420, 2.35483], [-2.13644, -3.43967, 1.72172], [-3.42542, -1.71301, 1.93406], [-2.40190, -2.51872, 3.66358], [3.96211, -0.29296, 0.87256], [3.51228, 0.97174, 0.16220], [4.59257, 1.89634, 0.12553], [2.06361, 1.70821, 0.99602], [1.85850, 3.15179, 0.40141], [2.42860, 1.93684, 2.49913], [0.89339, 0.79430, 0.81808], [2.88443, 0.70641, -1.55024], [4.12566, 0.02699, -2.29058], [2.54718, 2.05080, -2.08145], [1.75965, -0.34321, -1.50355], [4.29971, -0.05138, 1.88009], [4.78705, -0.73844, 0.31711], [3.14468, -1.01080, 0.93558], [4.32623, 2.63159, -0.44471], [1.64284, 3.10568, -0.55407], [1.60490, 2.08574, 3.01787], [4.05925, 0.12628, -3.24831], [-2.70228, 0.66619, -3.42690], [-2.70769, 1.63704, -2.51175], [-3.66690, 2.50851, -2.86130], [-3.04972, 1.09617, -1.34097], [-1.30654, 2.32803, -2.38585], [-0.50340, 1.70472, -1.48592], [-1.50830, 3.78898, -1.86669], [-2.36772, 3.80978, -0.84788], [-1.97419, 4.61266, -2.81984], [-0.35031, 4.29576, -1.43136], [-0.62200, 2.36960, -3.78470], [-1.49556, 2.69835, -4.75299], [0.36256, 3.27078, -3.81316], [-0.10150, 1.18089, -4.08230], [-2.02872, -3.48641, -3.70969], [-1.33320, -2.12887, -2.79915], [-0.87439, -1.22576, -2.21616]],
  "atomic_forces_ev_per_a": [[0.592, 0.089, 0.387], [0.000, 0.017, -0.024], [0.000, 0.042, 0.083], [0.062, 0.007, -0.004], [0.003, -0.048, -0.016], [-0.510, -0.370, -0.397], [-0.031, 0.130, 0.129], [-1.063, 0.205, 0.730], [-0.016, 0.370, 0.380], [0.139, -0.281, -0.570], [0.008, 0.058, 0.088], [-0.112, 0.061, 0.084], [0.052, -0.059, 0.064], [0.000, 0.036, -0.005], [-0.023, 0.032, -0.002], [0.001, -0.009, -0.029], [0.016, -0.016, -0.032], [-0.072, -0.005, -0.085], [-0.028, 0.020, 0.004], [0.557, 0.180, 0.627], [-0.070, -0.014, -0.076], [1.231, -0.046, -1.141], [-0.272, -0.069, -0.288], [0.059, -0.024, 0.065], [-0.002, -0.093, 0.033], [0.008, 0.007, -0.082], [-0.317, 0.150, -0.020], [-0.004, 0.019, -0.004], [-0.002, -0.006, -0.002], [-0.006, 0.000, 0.006], [0.015, -0.005, 0.003], [0.048, 0.002, -0.030], [-0.164, -0.105, 0.175], [0.032, 0.021, 0.004], [-0.009, 0.040, 0.052], [0.008, -0.003, -0.051], [0.012, -0.020, -0.001], [-0.005, 0.002, 0.002], [-0.013, 0.075, 0.050], [0.044, -0.190, 0.092], [0.055, -0.001, -0.023], [0.002, -0.002, 0.027], [0.016, -0.028, 0.027], [-0.075, -0.028, -0.024], [0.012, -0.001, -0.041], [0.019, -0.011, 0.014], [-0.022, -0.025, 0.008], [-0.011, 0.046, 0.000], [0.095, 0.203, 0.138], [-0.087, -0.170, -0.215], [-0.172, -0.181, -0.110]],
  "e_tot_ev": -209053.8320,
  "total_charge": -1,
  "orbital_gap_ev": [7.663, 8.156],
  "multiplicity": 3,
  "s2": 2.01,
  "de_lowest_kj_mol": 0.0
}

---

Entry 2:
{
  "formula": "C9H7HgN2O5",
  "method": "wB97M-V/def2-TZVPD",
  "elements": ["O", "C", "Hg", "C", "O", "C", "O", "C", "O", "C", "O", "H", "C", "N", "C", "C", "N", "C", "H", "H", "H", "H", "H", "H"],
  "positions_angstrom": [[1.87803, -2.82245, 4.02762], [1.82332, -2.45218, 2.94278], [1.13187, -0.70523, -1.14057], [0.86319, 0.26030, -3.70209], [1.16349, 0.31097, -4.80504], [2.69204, -1.90660, -1.83060], [3.36598, -2.07004, -2.81689], [-0.56076, -3.06467, -1.41650], [-1.25487, -3.92110, -1.71036], [3.18264, 1.03553, -0.28642], [4.02495, 1.78234, -0.15273], [2.65808, -2.36039, -0.66960], [-2.54148, 1.67010, 2.41633], [-1.78668, 1.29559, 1.21286], [-2.01186, 1.83194, -0.05344], [-1.13820, 1.26708, -0.94288], [-0.37677, 0.37759, -0.18509], [-0.78903, 0.40790, 1.10555], [-2.42821, 2.74189, 2.64160], [-3.61097, 1.43736, 2.29950], [-2.22336, 1.14553, 3.32326], [-2.76248, 2.56177, -0.16373], [-0.93437, 1.36382, -2.00909], [-0.36452, -0.18705, 1.91556]],
  "atomic_forces_ev_per_a": [[-0.120, 0.973, -2.920], [0.103, -0.947, 2.876], [-0.171, 0.399, -0.898], [0.585, 0.474, -3.395], [-0.678, -0.223, 2.849], [-0.230, -0.265, 1.635], [-1.166, -0.007, 2.168], [-1.740, -2.195, -0.612], [1.542, 1.906, 0.624], [1.607, 1.448, 0.452], [-1.269, -1.137, -0.244], [2.036, -0.793, -2.753], [-0.523, 0.312, 0.543], [0.177, -0.050, -0.510], [0.484, -0.452, 0.178], [0.077, -0.480, 1.707], [-0.454, 0.054, 0.956], [0.279, 0.224, -1.457], [0.003, -0.368, -0.381], [0.435, 0.128, -0.226], [0.339, -0.176, -0.528], [-0.652, 0.641, -0.267], [-0.405, 0.226, 0.537], [-0.259, 0.310, -0.334]],
  "e_tot_ev": -26829.0964,
  "total_charge": 1,
  "orbital_gap_ev": 8.680,
  "de_lowest_kj_mol": 47.6
}

---

Entry 3:
{
  "formula": "C9H7MnN2O5",
  "method": "wB97M-V/def2-TZVPD",
  "elements": ["O", "C", "Mn", "C", "O", "C", "O", "C", "O", "C", "O", "H", "C", "N", "C", "C", "N", "C", "H", "H", "H", "H", "H", "H"],
  "positions_angstrom": [[-0.07178, 5.37511, 0.23893], [0.10457, 4.30147, -0.07596], [0.01476, -0.69371, -0.27615], [0.07422, -2.54690, -0.56467], [0.15077, -3.67658, -0.18973], [-0.18969, -1.75698, -2.18258], [-0.15639, -2.06211, -3.32232], [1.77435, -0.06870, -0.26012], [2.79212, 0.32715, 0.16334], [-1.76502, -0.03457, -0.24280], [-2.77039, 0.43278, 0.16440], [0.06965, 1.05004, 0.58789], [-0.01920, 1.39991, 5.10642], [-0.00994, 0.59260, 3.90368], [0.01840, -0.78661, 3.90633], [0.02285, -1.22483, 2.61935], [-0.00475, -0.10700, 1.84438], [-0.02407, 1.00268, 2.60813], [-0.89239, 1.13270, 5.71126], [0.86370, 1.15934, 5.70871], [-0.03660, 2.46665, 4.86936], [0.03893, -1.35591, 4.79481], [0.03936, -2.20222, 2.15807], [-0.05405, 2.06530, 2.29739]],
  "atomic_forces_ev_per_a": [[0.209, -1.202, -0.386], [-0.212, 1.190, 0.400], [-0.293, 1.482, 0.572], [1.867, -7.227, 3.650], [-0.690, 3.883, -1.918], [-0.834, 0.714, -7.044], [0.181, 0.256, 4.293], [6.158, 2.138, 1.839], [-3.790, -1.513, -1.960], [-7.808, 3.259, 2.350], [5.092, -2.399, -2.321], [0.419, 0.092, -1.687], [-0.004, 0.040, 0.753], [0.002, -0.477, -1.066], [0.027, 0.128, -0.205], [-0.061, 0.652, 0.617], [-0.329, 1.383, 0.043], [-0.010, -1.216, 1.116], [0.070, 0.211, -0.221], [-0.081, 0.212, -0.233], [0.009, -0.291, -0.043], [0.016, -0.271, 0.838], [0.014, -0.013, 0.444], [0.049, -1.031, 0.168]],
  "e_tot_ev": -53969.6389,
  "total_charge": 1,
  "orbital_gap_ev": [5.831, 5.993],
  "multiplicity": 6,
  "s2": 8.84,
  "de_lowest_kj_mol": 255.5
}

---

Entry 4:
{
  "formula": "C9H7MoN2O10",
  "method": "wB97M-V/def2-TZVPD",
  "elements": ["Mo", "O", "C", "O", "C", "C", "C", "C", "C", "C", "O", "N", "O", "O", "N", "O", "O", "H", "H", "O", "H", "H", "C", "C", "O", "O", "H", "H", "H"],
  "positions_angstrom": [[0.30812, -0.43725, -0.30813], [-1.10001, -3.20050, 2.24431], [-0.22115, -2.58785, 1.75201], [-0.47409, -1.84473, 0.58189], [1.18984, -2.53185, 2.19956], [1.61129, -3.49293, 3.11622], [2.92253, -3.49369, 3.53422], [3.85189, -2.56640, 3.08886], [3.41084, -1.61331, 2.20476], [2.09683, -1.57016, 1.75536], [1.74189, -0.58171, 0.91183], [4.30682, -0.56297, 1.69494], [5.10689, -0.88717, 0.85370], [4.20831, 0.52409, 2.22265], [3.36771, -4.53200, 4.49066], [2.53585, -5.32487, 4.86056], [4.52818, -4.49534, 4.82619], [0.91945, -4.23683, 3.48687], [4.87688, -2.60288, 3.43222], [0.56668, 1.48768, 0.39753], [1.23400, 1.57698, 1.09909], [-0.09372, 2.19095, 0.46671], [1.42084, 1.15348, -4.07714], [0.89385, -0.01581, -3.32386], [0.70503, -1.13110, -3.66833], [0.61457, 0.32593, -1.97682], [1.66995, 0.84306, -5.08688], [2.30144, 1.54693, -3.57004], [0.66719, 1.94105, -4.09938]],
  "atomic_forces_ev_per_a": [[0.125, 0.401, -0.844], [0.027, 0.013, 0.039], [-0.078, -0.217, 0.054], [0.212, 0.700, -0.585], [0.071, -0.044, 0.010], [-0.002, 0.022, 0.029], [0.006, 0.027, -0.037], [0.010, -0.014, -0.010], [-0.328, 0.160, -0.185], [0.173, -0.534, -0.186], [-0.024, 0.240, 0.311], [0.524, -0.244, 0.600], [-0.058, 0.017, -0.241], [-0.248, 0.184, -0.188], [-0.010, 0.095, -0.019], [-0.071, -0.087, 0.025], [0.096, -0.018, 0.028], [-0.001, 0.001, -0.006], [0.000, -0.009, -0.002], [-0.287, 0.517, 0.536], [0.098, 0.036, -0.036], [0.012, -0.014, 0.047], [-0.042, -0.039, -0.034], [0.063, -0.169, -0.260], [-0.003, 0.018, -0.023], [-0.266, -1.056, 0.991], [-0.005, 0.013, 0.000], [0.006, 0.000, -0.008], [0.001, 0.003, -0.005]],
  "e_tot_ev": -34744.4193,
  "total_charge": 1,
  "orbital_gap_ev": [7.475, 7.429],
  "de_lowest_kj_mol": 51.9
}

---

Entry 5:
{
  "formula": "C9H7N",
  "method": "wB97M-V/def2-TZVPD",
  "elements": ["C", "C", "C", "C", "C", "C", "C", "C", "C", "N", "H", "H", "H", "H", "H", "H", "H"],
  "positions_angstrom": [[1.41279, 0.41110, 2.37356], [-1.08161, -1.73471, 0.53665], [-1.32595, -1.00536, -0.55009], [-0.32898, -1.13981, 1.63771], [0.62239, -0.19261, 1.43210], [-0.66674, 0.30277, -0.94274], [0.69026, 0.54261, -0.41048], [-1.14727, 1.15190, -1.89739], [1.87840, 1.00704, -0.75767], [2.08927, 0.92102, 3.15848], [-1.59021, -2.60912, 0.64106], [-2.18006, -1.38321, -1.23441], [-0.36197, -1.50515, 2.65670], [-0.75019, 2.12245, -2.27828], [-2.17506, 0.94071, -2.24748], [2.05892, 1.33473, -1.86717], [2.85601, 0.83563, -0.25055]],
  "atomic_forces_ev_per_a": [[1.100, 0.826, 1.371], [0.967, 3.204, 0.219], [-1.486, 0.576, -2.053], [2.329, 0.486, -0.156], [-2.237, 0.019, -5.000], [0.762, 0.697, -1.291], [0.113, -2.002, 4.923], [-1.288, -0.488, 0.673], [0.859, -0.266, -2.859], [-0.062, -0.065, -0.211], [-1.289, -2.336, 0.593], [1.779, 0.744, 0.856], [-0.462, -0.331, -0.030], [0.159, -1.145, 0.754], [0.672, 0.035, -0.081], [-0.617, -0.409, 2.067], [-1.301, 0.456, 0.224]],
  "e_tot_ev": -10931.8608,
  "orbital_gap_ev": 8.086,
  "de_lowest_kj_mol": 344.9
}